Density functional theory data (wB97M-V/def2-TZVPD) for a structure of composition C17H26CrN5O4S2.

Structure (ORCA input):
```
! wB97M-V def2-TZVPD RIJCOSX def2/J DEFGRID3
* xyz 0 4
Cr -0.17 -0.37 -0.14
C 0.85 2.83 -2.74
O -0.01 2.29 -1.76
C -1.23 3.01 -1.73
C -2.13 2.41 -0.71
O -2.34 1.05 -1.04
C -3.54 0.56 -0.42
H 1.11 3.86 -2.50
H 0.37 2.81 -3.73
H 1.75 2.24 -2.78
H -1.70 2.96 -2.72
H -1.04 4.06 -1.49
H -3.08 2.95 -0.74
H -1.71 2.49 0.30
H -4.38 1.18 -0.73
H -3.44 0.58 0.66
H -3.69 -0.46 -0.76
S -1.41 -1.80 -1.60
C -1.04 -3.07 -0.48
S 0.15 -2.64 0.69
C -1.66 -4.29 -0.52
C -1.34 -5.31 0.45
N -1.08 -6.12 1.22
C -2.65 -4.58 -1.53
N -3.43 -4.82 -2.34
C 4.53 0.96 0.63
N 3.78 0.20 -0.38
C 4.38 -0.50 -1.37
C 3.67 -1.21 -2.25
C 2.24 -1.23 -2.12
N 1.64 -0.53 -1.16
C 2.39 0.19 -0.27
O 1.83 0.81 0.63
N 1.51 -1.91 -2.97
H 5.59 0.83 0.44
H 4.29 0.61 1.62
H 4.27 2.02 0.58
H 5.46 -0.45 -1.40
H 4.16 -1.78 -3.03
H 1.96 -2.56 -3.59
H 0.52 -2.06 -2.74
C 0.18 -0.27 3.47
C -1.06 0.30 2.77
C -1.19 1.78 3.12
C -2.30 -0.46 3.23
O -0.98 0.21 1.34
H 0.16 -0.03 4.54
H 1.08 0.16 3.03
H 0.22 -1.36 3.36
H -1.26 1.92 4.20
H -2.08 2.20 2.65
H -0.31 2.32 2.74
H -2.35 -0.49 4.33
H -2.25 -1.49 2.85
H -3.21 0.01 2.86
*
```

The value obtained for the energy relative to the best compared isomer or geometry (same formula, charge and spin) is 8.7 kcal per mole. The expectation value of S² is 3.84. For the HOMO-LUMO gap (spin up / spin down), the calculation gives 7.36 / 7.52 eV.

Density functional theory data (wB97M-V/def2-TZVPD) for a structure of composition C42H97AsF6NO24P3S6.

Structure (ORCA input):
```
! wB97M-V def2-TZVPD RIJCOSX def2/J DEFGRID3
* xyz 0 1
N 0.74 4.80 -1.95
H -0.22 5.10 -1.89
H 1.03 4.54 -1.02
H 1.22 5.54 -2.44
H 0.88 3.95 -2.48
As -0.24 0.45 -0.85
F -1.51 0.90 -2.04
F 0.79 -0.36 -2.13
F 1.19 0.09 0.30
F -1.07 1.22 0.51
F -1.01 -1.10 -0.58
F 0.56 2.01 -1.02
C 4.05 -2.13 0.10
C 3.89 -3.65 0.60
C 4.72 -3.79 1.89
S 4.80 -2.12 2.64
O 6.24 -1.73 2.73
O 3.96 -2.20 3.86
C 3.85 -1.17 1.34
H 3.34 -1.83 -0.67
H 4.97 -1.95 -0.46
H 4.32 -4.37 -0.10
H 2.83 -3.81 0.74
H 5.75 -4.05 1.64
H 4.31 -4.51 2.59
H 4.21 -0.14 1.27
H 2.79 -1.08 1.57
C -2.11 -2.07 -3.67
C -2.50 -1.30 -4.88
C -3.83 -1.81 -5.39
S -3.75 -3.66 -5.13
O -3.12 -4.23 -6.35
O -5.03 -4.20 -4.60
C -2.50 -3.57 -3.77
H -2.64 -1.67 -2.81
H -1.03 -1.97 -3.54
H -1.66 -1.45 -5.55
H -2.62 -0.23 -4.70
H -4.04 -1.64 -6.45
H -4.60 -1.43 -4.72
H -1.76 -4.33 -4.04
H -3.01 -4.01 -2.92
C 5.36 1.32 -1.01
C 6.22 1.47 -2.32
C 5.74 2.72 -2.97
S 3.84 2.62 -2.81
O 3.42 1.86 -3.98
O 3.39 3.94 -2.44
C 3.85 1.59 -1.31
H 5.73 2.02 -0.26
H 5.48 0.27 -0.72
H 6.15 0.67 -3.06
H 7.28 1.57 -2.05
H 6.03 2.90 -4.00
H 6.09 3.55 -2.35
H 3.13 0.78 -1.43
H 3.48 2.20 -0.48
C -4.38 0.80 -1.77
C -5.79 0.19 -1.84
C -6.77 1.36 -2.13
S -6.02 2.77 -1.14
O -6.77 2.89 0.12
O -5.82 3.96 -1.97
C -4.37 1.99 -0.82
H -4.03 0.87 -2.81
H -3.70 0.02 -1.42
H -5.96 -0.30 -0.89
H -5.85 -0.58 -2.61
H -7.79 1.12 -1.84
H -6.79 1.74 -3.15
H -4.30 1.77 0.24
H -3.67 2.81 -1.00
C -2.75 6.35 1.49
C -2.81 4.81 1.14
C -1.90 4.19 2.08
S -0.28 5.23 1.91
O 0.58 4.91 0.79
O 0.36 5.36 3.23
C -1.25 6.73 1.49
H -3.22 6.34 2.48
H -3.36 6.98 0.84
H -2.52 4.59 0.12
H -3.79 4.36 1.19
H -1.76 3.13 1.90
H -2.23 4.23 3.12
H -1.02 6.97 0.45
H -0.96 7.64 2.01
C 0.99 2.76 -7.71
C 1.53 1.51 -7.00
C 0.64 1.11 -5.76
S -0.12 2.73 -5.30
O 0.44 3.35 -4.11
O -1.61 2.75 -5.41
C 0.58 3.81 -6.61
H 0.15 2.47 -8.33
H 1.72 3.19 -8.40
H 2.55 1.63 -6.64
H 1.50 0.66 -7.69
H 1.14 0.70 -4.89
H -0.13 0.40 -6.06
H 1.49 4.17 -6.11
H -0.02 4.71 -6.76
C 7.36 1.95 5.31
C 6.23 2.11 4.32
O 6.52 3.11 3.31
P 5.36 4.08 2.72
O 5.64 4.76 1.44
O 4.09 3.10 2.76
C 2.79 3.58 2.62
C 1.96 2.28 2.69
O 5.11 5.16 3.89
C 5.97 6.28 4.06
C 6.88 6.09 5.30
H 7.16 1.28 6.14
H 8.12 1.43 4.73
H 7.75 2.90 5.67
H 5.99 1.13 3.91
H 5.32 2.34 4.86
H 2.55 4.30 3.40
H 2.73 4.15 1.69
H 1.55 2.06 3.68
H 1.10 2.23 2.02
H 2.48 1.37 2.39
H 6.57 6.33 3.16
H 5.43 7.23 4.04
H 7.53 5.22 5.31
H 7.55 6.87 5.68
H 6.15 5.87 6.08
C 3.57 -9.19 0.17
C 3.94 -7.71 0.64
O 2.64 -7.08 0.86
P 1.83 -6.53 -0.43
O 2.71 -6.11 -1.54
O 0.81 -5.43 0.17
C 0.02 -4.52 -0.60
C -1.45 -4.57 -0.18
O 0.71 -7.70 -0.78
C -0.12 -8.18 0.25
C -1.43 -8.86 -0.20
H 3.36 -9.18 -0.89
H 4.25 -10.03 0.25
H 2.69 -9.63 0.64
H 4.42 -7.75 1.62
H 4.59 -7.12 0.00
H 0.41 -3.51 -0.49
H 0.16 -4.75 -1.65
H -1.85 -5.56 -0.38
H -1.54 -4.21 0.85
H -1.97 -3.92 -0.87
H 0.46 -8.85 0.90
H -0.41 -7.44 0.99
H -1.21 -9.57 -1.00
H -1.92 -9.31 0.66
H -2.03 -8.08 -0.66
C -8.32 -2.56 5.50
C -6.84 -2.71 5.41
O -6.26 -1.57 4.80
P -5.40 -1.70 3.42
O -4.93 -3.05 2.99
O -6.35 -0.89 2.35
C -7.59 -1.36 1.80
C -8.76 -0.30 2.17
O -4.26 -0.62 3.71
C -3.26 -0.30 2.75
C -2.14 0.33 3.66
H -8.78 -2.54 4.51
H -8.80 -3.35 6.07
H -8.45 -1.56 5.91
H -6.45 -2.92 6.41
H -6.56 -3.57 4.80
H -7.57 -1.53 0.73
H -7.82 -2.32 2.25
H -8.66 0.16 3.15
H -8.83 0.51 1.45
H -9.74 -0.79 2.11
H -2.80 -1.22 2.38
H -3.60 0.28 1.90
H -1.98 -0.31 4.52
H -1.27 0.43 3.02
H -2.39 1.37 3.87
*
```

For the HOMO-LUMO gap, the calculation gives 9.41 eV.

Density functional theory data (wB97M-V/def2-TZVPD) for the ion C2H9N3O with charge +2.

Structure (ORCA input):
```
! wB97M-V def2-TZVPD RIJCOSX def2/J DEFGRID3
* xyz 2 3
C 0.54 0.25 0.22
C -0.83 0.15 0.14
N 1.13 1.34 0.90
N 1.53 -0.70 -0.37
N -1.61 -0.94 -0.50
O -1.74 1.10 0.41
H 2.12 1.26 0.90
H 0.53 2.01 1.24
H 1.64 -1.55 0.31
H 2.44 -0.30 -0.45
H 1.07 -0.97 -1.31
H -2.34 -0.54 -1.09
H -1.01 -1.43 -1.20
H -2.09 -1.59 0.19
H -1.37 1.91 0.60
*
```

The value obtained for the energy relative to the best compared isomer or geometry (same formula, charge and spin) is 3.7 kcal per mole. The expectation value of S² is 2.01. For the HOMO-LUMO gap (spin up / spin down), the calculation gives 5.94 / 10.02 eV.

Density functional theory data (wB97M-V/def2-TZVPD) for a structure of composition C39H40N5O10Ta.

Structure (ORCA input):
```
! wB97M-V def2-TZVPD RIJCOSX def2/J DEFGRID3
* xyz 0 1
Ta 0.33 -0.03 0.12
O -0.99 0.44 -3.87
C -0.52 0.62 -2.78
O -0.70 -0.13 -1.71
C 0.31 1.81 -2.44
C 0.60 2.87 -3.27
C 1.25 3.96 -2.72
C 1.57 3.97 -1.37
C 1.26 2.86 -0.62
N 0.67 1.80 -1.17
C 1.43 2.74 0.86
O 1.92 3.62 1.52
O 0.96 1.60 1.30
H 0.29 2.82 -4.31
H 1.49 4.82 -3.34
H 2.03 4.82 -0.88
N -0.17 -1.76 2.26
C -0.88 -3.02 2.52
C -2.23 -2.99 1.86
C -2.08 -2.99 0.35
N -1.63 -1.70 -0.19
H 0.79 -1.86 2.55
H -0.56 -1.05 2.87
H -0.97 -3.20 3.59
H -0.30 -3.85 2.10
H -2.77 -2.09 2.18
H -2.82 -3.85 2.17
H -3.02 -3.29 -0.11
H -1.33 -3.73 0.05
H -2.38 -1.01 -0.10
H -1.46 -1.77 -1.19
O 3.99 -2.05 2.77
C 4.84 -1.20 2.15
C 6.18 -1.27 2.49
C 7.10 -0.43 1.89
C 6.69 0.51 0.94
C 5.36 0.58 0.60
C 4.42 -0.27 1.19
C 3.01 -0.16 0.78
O 2.66 0.48 -0.24
O 2.07 -0.73 1.42
H 3.09 -1.82 2.48
H 6.49 -2.00 3.23
H 8.14 -0.49 2.17
H 7.41 1.17 0.48
H 5.01 1.29 -0.14
C 2.98 -6.56 -2.16
C 3.55 -5.34 -2.51
C 3.07 -4.16 -1.97
C 2.01 -4.17 -1.07
C 1.47 -5.40 -0.70
C 1.94 -6.58 -1.25
C 1.47 -2.93 -0.45
C 1.26 -1.74 -1.03
C 1.52 -1.57 -2.49
C 0.78 -2.34 -3.39
C 0.96 -2.23 -4.76
C 1.89 -1.33 -5.27
C 2.63 -0.56 -4.39
C 2.45 -0.67 -3.01
H 3.36 -7.48 -2.59
H 4.38 -5.31 -3.22
H 3.53 -3.22 -2.25
H 0.66 -5.42 0.02
H 1.49 -7.53 -0.96
H 1.20 -3.06 0.59
H 0.05 -3.05 -3.00
H 0.37 -2.83 -5.43
H 2.03 -1.23 -6.33
H 3.37 0.14 -4.77
H 3.04 -0.06 -2.34
C -3.18 0.28 4.86
C -3.84 0.78 3.58
C -3.03 1.80 2.73
C -2.52 2.97 3.60
C -1.87 4.09 2.80
C -4.00 2.38 1.72
O -5.07 2.86 2.04
N -3.59 2.38 0.42
C -2.43 1.82 -0.11
O -2.16 2.05 -1.26
N -1.68 1.00 0.74
C -1.82 1.13 2.10
O -0.96 0.69 2.84
H -3.82 -0.49 5.31
H -3.07 1.08 5.59
H -2.20 -0.15 4.68
H -4.78 1.27 3.81
H -4.08 -0.07 2.93
H -1.78 2.56 4.30
H -3.36 3.35 4.18
H -1.03 3.72 2.19
H -1.47 4.85 3.46
H -2.59 4.58 2.13
H -4.17 2.88 -0.25
*
```

The value obtained for the energy relative to the best compared isomer or geometry (same formula, charge and spin) is 42.1 kcal per mole. For the HOMO-LUMO gap, the calculation gives 7.12 eV.